Entry w
Here is a cluster of 13 separate species, C39H91N13O13 in total from OMol25. Energies are from wB97M-V/def2-TZVPD.

Structure (XYZ):
```
156
Properties=species:S:1:pos:R:3:lowdin_charge:R:1
C 8.23722 13.79820 13.42176 -0.318
O 8.46504 14.50006 12.43814 -0.022
N 7.55181 14.20604 14.48757 -0.187
C 7.25393 13.44213 15.55228 -0.109
C 7.31788 15.67438 14.59784 -0.010
H 8.46376 12.76012 13.43560 0.124
H 6.49292 12.68813 15.30265 0.100
H 6.77024 14.01457 16.39999 0.118
H 8.14187 12.97263 15.89734 0.076
H 7.76781 16.25115 13.81192 0.062
H 6.27459 15.87461 14.60793 0.079
H 7.71282 15.98536 15.53375 0.075
C 16.82669 16.29810 11.13651 -0.356
O 15.66862 15.86830 11.06557 -0.014
N 17.17744 17.34167 11.88137 -0.171
C 18.52464 17.93761 11.77839 -0.061
C 16.12740 18.16125 12.47201 -0.039
H 17.59908 15.75815 10.63293 0.113
H 18.61520 18.79357 10.91962 0.131
H 19.20536 17.12414 11.37567 0.092
H 18.93489 18.32220 12.71757 0.074
H 16.60293 18.98992 13.06656 0.087
H 15.53333 18.60430 11.67694 0.092
H 15.45172 17.62275 13.13215 0.053
C 15.32295 11.77855 15.75884 -0.297
O 15.16110 11.05759 14.77513 -0.019
N 14.63898 11.70604 16.96986 -0.133
C 13.72415 10.59261 17.24563 -0.024
C 15.06272 12.72560 17.95057 -0.043
H 16.04203 12.64352 15.75058 0.123
H 12.68389 10.80042 16.91461 0.089
H 13.76982 10.41872 18.32024 0.086
H 14.17127 9.73978 16.66617 0.088
H 15.77149 13.39107 17.52155 0.031
H 14.18439 13.20285 18.35205 0.096
H 15.63964 12.43048 18.76861 0.049
C 15.45498 15.50382 16.50654 -0.360
O 16.59685 15.28771 16.11293 -0.031
N 14.39419 15.45280 15.68735 -0.147
C 13.09081 15.75577 16.21488 -0.030
C 14.57152 15.07100 14.31787 -0.020
H 15.28948 15.81621 17.51356 0.094
H 12.38771 14.91982 15.98582 0.115
H 12.79018 16.71884 15.95349 0.053
H 13.20198 15.73035 17.29678 0.076
H 13.86992 15.60271 13.67174 0.065
H 15.54068 15.37736 14.05257 0.051
H 14.30434 14.00468 14.18571 0.098
C 12.55794 15.25380 11.28925 -0.314
O 12.11586 14.47497 12.12951 -0.045
N 12.00917 15.40573 10.06640 -0.168
C 12.69063 16.09893 8.98714 -0.065
C 10.84332 14.57063 9.63901 -0.012
H 13.48728 15.80852 11.45592 0.104
H 11.91780 16.43256 8.23470 0.101
H 13.42318 15.59235 8.37735 0.076
H 13.23348 16.89296 9.50014 0.079
H 10.13975 15.21118 9.22599 0.056
H 11.17460 13.74700 9.00201 0.092
H 10.44204 14.16609 10.61668 0.088
C 17.96926 11.17596 18.44413 -0.360
O 18.09540 10.21796 17.68794 -0.006
N 18.25652 12.40153 18.02089 -0.164
C 18.12214 13.61180 18.82236 -0.059
C 18.79789 12.61968 16.64682 0.001
H 17.79075 11.07423 19.50489 0.132
H 17.60302 13.30168 19.79822 0.117
H 17.43925 14.26490 18.32991 0.044
H 19.03742 14.08997 19.08357 0.073
H 18.06522 12.26616 15.96227 0.055
H 18.97635 13.65284 16.45883 0.063
H 19.79686 12.07301 16.55278 0.124
C 18.93917 15.30571 13.65167 -0.340
O 19.77462 16.00115 14.22205 -0.019
N 19.23619 14.21536 12.90910 -0.188
C 20.54389 13.64587 12.79244 -0.050
C 18.18629 13.59325 12.12822 -0.053
H 17.87214 15.48076 13.83452 0.116
H 21.15608 13.99824 11.95518 0.088
H 20.47512 12.50986 12.68077 0.105
H 21.05590 13.85659 13.73226 0.088
H 18.40420 13.61788 11.00683 0.110
H 18.22706 12.47989 12.39506 0.093
H 17.23796 14.07895 12.37741 0.071
C 20.50705 18.54346 18.99259 -0.339
O 19.47876 18.56755 19.65219 -0.003
N 20.61438 17.95100 17.79283 -0.157
C 19.56474 17.04591 17.23846 -0.012
C 21.65571 18.38836 16.85594 -0.046
H 21.38344 19.13836 19.19986 0.123
H 19.71408 16.83608 16.23944 0.023
H 18.53767 17.44099 17.29647 0.055
H 19.40651 16.14145 17.87137 0.091
H 21.91405 17.56074 16.27134 0.061
H 21.24863 19.19940 16.16898 0.110
H 22.53865 18.77972 17.38404 0.088
C 14.43530 16.92481 20.33798 -0.302
O 14.39109 15.96310 19.55186 -0.040
N 15.50299 17.71641 20.58113 -0.167
C 16.80106 17.48519 19.99360 -0.039
C 15.29661 19.03949 21.20990 -0.022
H 13.56560 17.35135 20.79537 0.120
H 17.16739 18.40263 19.53719 0.072
H 16.79876 16.71153 19.24392 0.076
H 17.44853 17.18262 20.70187 0.053
H 14.24360 19.15851 21.37935 0.078
H 15.89277 18.96529 22.15934 0.107
H 15.75424 19.77864 20.60070 0.066
C 12.26503 18.72384 12.90299 -0.288
O 13.26082 18.14169 13.31873 -0.022
N 10.94893 18.27338 13.02038 -0.156
C 10.65186 16.95000 13.67994 -0.010
C 9.87920 19.04027 12.34655 -0.050
H 12.35377 19.57221 12.22965 0.126
H 9.97850 17.16629 14.50466 0.076
H 11.57735 16.76817 14.19366 0.036
H 10.23756 16.10975 13.03510 0.095
H 10.23901 19.81476 11.70099 0.069
H 9.43301 18.37726 11.58101 0.094
H 9.14264 19.32883 13.05208 0.070
C 19.34472 9.38454 14.72298 -0.344
O 20.11077 10.19935 14.23060 -0.014
N 18.07992 9.14940 14.36530 -0.207
C 17.60305 9.75534 13.17623 -0.055
C 17.19800 8.33703 15.04261 -0.092
H 19.52483 8.90832 15.74960 0.147
H 18.42427 9.94990 12.55935 0.061
H 16.99281 10.60779 13.39582 0.055
H 16.89344 9.00624 12.65670 0.123
H 17.80585 7.83443 15.76926 0.080
H 16.42581 8.90598 15.67206 0.103
H 16.69152 7.63668 14.41542 0.082
C 14.81442 19.42203 17.14991 -0.344
O 14.17193 19.85531 18.03727 0.053
N 15.94559 20.00482 16.59629 -0.175
C 16.67114 21.11018 17.28689 -0.050
C 16.93118 19.22615 15.91174 -0.100
H 14.55623 18.44517 16.63679 0.138
H 17.50603 20.63501 17.87219 0.088
H 15.97598 21.70541 17.94365 0.097
H 17.14950 21.80706 16.54611 0.093
H 17.81676 18.94641 16.51457 0.067
H 16.37925 18.37866 15.50579 0.075
H 17.38082 19.76664 15.02840 0.096
C 11.54571 12.13789 14.20247 -0.269
O 10.54150 11.99085 14.97087 -0.082
N 12.27462 11.12823 13.64134 -0.208
C 13.05760 11.39323 12.43670 -0.055
C 12.04066 9.78215 13.99757 -0.072
H 11.67421 13.13880 13.78502 0.104
H 12.41539 11.25658 11.56392 0.086
H 13.84658 10.63189 12.42521 0.078
H 13.51720 12.43333 12.41254 0.093
H 11.86210 9.14930 13.10832 0.098
H 12.89906 9.44498 14.63624 0.086
H 11.10845 9.87081 14.61603 0.095
```

The highest occupied orbital energy comes out at -8.62 eV. Its multiplicity is 1.

Entry x
Here is a cluster of 13 separate species, C39H91N13O13 in total from OMol25. Energies are from wB97M-V/def2-TZVPD.

Structure (XYZ):
```
156
Properties=species:S:1:pos:R:3:lowdin_charge:R:1
C -6.29536 -0.70901 2.52837 -0.343
O -6.89012 -0.17462 3.47085 0.005
N -5.25178 -1.55263 2.59392 -0.149
C -4.58771 -2.26679 1.46274 -0.051
C -4.59802 -1.86589 3.89797 -0.030
H -6.65929 -0.67247 1.48990 0.126
H -4.72486 -1.68987 0.54816 0.075
H -4.88273 -3.30222 1.29260 0.069
H -3.52185 -2.41266 1.63813 0.060
H -5.02128 -1.22287 4.66965 0.086
H -4.74208 -2.89385 4.23058 0.086
H -3.53046 -1.65149 3.84876 0.066
C 3.59051 5.89009 2.42088 -0.357
O 3.50530 6.17973 1.22258 -0.030
N 2.86328 4.94989 3.11004 -0.141
C 3.24990 4.49924 4.50733 -0.030
C 1.77102 4.17356 2.37219 -0.025
H 4.42631 6.13706 3.09367 0.128
H 2.48128 3.84641 4.92101 0.085
H 3.49525 5.27407 5.23365 0.081
H 4.10313 3.82163 4.47669 0.065
H 1.83815 3.09273 2.49622 0.055
H 0.85728 4.49819 2.86999 0.083
H 1.59613 4.41208 1.32308 0.069
C 4.20967 -4.28763 3.25809 -0.356
O 3.64183 -4.85029 4.18784 -0.005
N 3.84731 -3.13124 2.73875 -0.169
C 2.70039 -2.33955 3.24261 -0.010
C 4.46124 -2.53656 1.60645 -0.072
H 5.08582 -4.68331 2.72144 0.135
H 1.92354 -2.07390 2.52566 0.065
H 2.98591 -1.49313 3.86725 0.094
H 2.16381 -3.01885 3.90497 0.073
H 3.72364 -2.58128 0.80517 0.066
H 4.56124 -1.45610 1.70985 0.083
H 5.32856 -3.01382 1.15028 0.095
C 4.45889 1.51413 2.76726 -0.355
O 4.86510 0.90336 3.78280 -0.041
N 5.29475 2.08118 1.92759 -0.161
C 4.86986 2.90034 0.79599 -0.040
C 6.74947 2.17500 2.22994 -0.018
H 3.48692 1.40215 2.26235 0.126
H 5.45019 2.72384 -0.10964 0.085
H 4.94949 3.96533 1.01407 0.077
H 3.79421 2.76038 0.68878 0.072
H 7.09939 3.15762 2.54636 0.090
H 7.01492 1.51334 3.05446 0.080
H 7.27421 1.80147 1.35062 0.080
C -0.13993 -0.33318 4.99303 -0.316
O 0.70810 0.53904 4.72751 -0.033
N 0.08062 -1.29515 5.88654 -0.187
C -0.77005 -2.42362 6.07551 -0.077
C 1.33200 -1.39047 6.51677 -0.067
H -1.10387 -0.44521 4.47294 0.130
H -1.68770 -2.52769 5.49653 0.058
H -1.24834 -2.56475 7.04474 0.089
H -0.19949 -3.34054 5.92775 0.092
H 1.93605 -2.25587 6.24418 0.090
H 1.95470 -0.50147 6.41661 0.097
H 1.13138 -1.53758 7.57801 0.095
C -2.28737 3.98446 -2.96288 -0.403
O -1.89766 3.57961 -1.90203 0.008
N -2.15043 3.36499 -4.12806 -0.172
C -2.69821 3.88777 -5.35059 -0.076
C -1.51771 1.99833 -4.26065 0.005
H -2.68944 4.98960 -3.16347 0.134
H -1.87082 4.03970 -6.04372 0.089
H -3.07496 4.90189 -5.21754 0.089
H -3.35155 3.16272 -5.83594 0.084
H -2.17519 1.45882 -4.94235 0.071
H -0.50875 2.06061 -4.66835 0.084
H -1.63031 1.50343 -3.29603 0.059
C 2.17305 4.59911 -4.53623 -0.385
O 1.75994 3.48348 -4.74149 -0.005
N 2.07512 5.18592 -3.35744 -0.182
C 2.48663 6.61011 -3.18360 -0.024
C 1.55767 4.50140 -2.16849 -0.018
H 2.63497 5.29903 -5.24964 0.136
H 1.62325 7.14532 -2.78835 0.086
H 2.88742 7.14282 -4.04598 0.083
H 3.28266 6.43937 -2.45883 0.092
H 1.15182 5.09940 -1.35254 0.102
H 0.84104 3.81015 -2.61203 0.067
H 2.27618 3.74141 -1.86147 0.072
C -2.95960 -1.76335 -4.21511 -0.310
O -2.05559 -1.09417 -3.64463 -0.053
N -3.47863 -2.88947 -3.73710 -0.158
C -4.61559 -3.50093 -4.34807 -0.067
C -2.94592 -3.59019 -2.45777 0.012
H -3.32770 -1.47769 -5.21266 0.141
H -5.38135 -3.61067 -3.58017 0.094
H -4.34417 -4.41163 -4.88197 0.099
H -5.04307 -2.76513 -5.02921 0.087
H -2.96165 -4.63951 -2.75231 0.080
H -1.90367 -3.35735 -2.23959 0.064
H -3.60394 -3.66383 -1.59193 0.067
C -2.47609 -4.77842 3.05222 -0.297
O -1.79957 -4.05649 3.76851 -0.002
N -2.04859 -5.01447 1.76976 -0.190
C -2.84176 -5.67066 0.76465 -0.074
C -0.71465 -4.74019 1.28746 -0.042
H -3.50941 -5.12203 3.21463 0.141
H -2.79001 -5.41559 -0.29382 0.063
H -3.90769 -5.45601 0.84086 0.083
H -2.52220 -6.71157 0.81453 0.101
H 0.01720 -4.28389 1.95401 0.096
H -0.28919 -5.63921 0.84155 0.088
H -0.95890 -4.01798 0.50846 0.061
C 0.46544 -3.92156 -3.90955 -0.334
O 0.00966 -4.71905 -4.72379 0.002
N 0.74679 -4.25294 -2.63038 -0.191
C 0.93042 -3.21300 -1.64652 -0.064
C 0.56886 -5.59263 -2.10406 -0.040
H 0.72026 -2.86332 -4.07513 0.136
H 0.10288 -3.26369 -0.93893 0.043
H 1.09147 -2.26356 -2.15714 0.091
H 1.82406 -3.34603 -1.03676 0.083
H -0.24822 -5.66201 -1.38596 0.063
H 0.50100 -6.38810 -2.84616 0.094
H 1.51582 -5.86547 -1.63832 0.094
C 4.56299 1.85658 -2.89953 -0.268
O 5.58346 2.24543 -3.49885 -0.012
N 4.52628 0.90762 -1.88702 -0.176
C 3.36987 0.45898 -1.19293 -0.076
C 5.73303 0.22820 -1.52228 -0.078
H 3.59669 2.33819 -3.11520 0.114
H 3.26281 -0.62475 -1.14618 0.081
H 2.44693 0.86191 -1.60997 0.084
H 3.38271 0.83318 -0.16926 0.053
H 6.48256 0.39783 -2.29527 0.086
H 6.21570 0.51919 -0.58930 0.073
H 5.86048 -0.85397 -1.49442 0.087
C -6.90088 2.28801 -1.48401 -0.337
O -7.41085 3.34954 -1.09450 -0.013
N -6.20788 2.25330 -2.60499 -0.159
C -5.34407 1.13271 -2.86919 -0.078
C -5.99724 3.40060 -3.56037 0.001
H -6.87655 1.40601 -0.82547 0.131
H -5.64923 0.24786 -2.31061 0.081
H -4.27533 1.26206 -2.69851 0.073
H -5.31586 0.84828 -3.92105 0.081
H -6.13895 3.17278 -4.61683 0.087
H -6.66150 4.22120 -3.28932 0.085
H -5.00474 3.82496 -3.40878 0.066
C 0.12336 1.33566 -0.06405 -0.287
O 1.15006 1.62903 0.49416 -0.003
N -0.60999 0.17478 0.20407 -0.149
C -0.17411 -0.77187 1.27503 -0.018
C -1.89210 -0.03518 -0.43053 -0.059
H -0.41355 1.95327 -0.80060 0.118
H 0.61586 -0.41017 1.93323 0.075
H 0.08717 -1.71410 0.79334 0.050
H -1.05439 -1.21829 1.73753 0.070
H -2.56773 -0.37504 0.35439 0.070
H -2.31372 0.88042 -0.84529 0.076
H -1.86116 -0.70819 -1.28739 0.060
```

The highest occupied orbital energy comes out at -9.04 eV. Its multiplicity is 1.

Tell me which of them is the least stable. Sure, it is entry x.

Entry w
Here is a cluster of 2 separate species, C4H10N2O2 in total from OMol25. Energies are from wB97M-V/def2-TZVPD.

Structure (XYZ):
```
18
Properties=species:S:1:pos:R:3:lowdin_charge:R:1
C -0.42534 2.32716 -1.32905 -0.021
C -1.58685 1.48472 -1.05661 -0.631
O -1.91299 0.59135 -1.74936 0.061
N -2.54878 1.72751 0.00101 0.136
H 0.38478 1.63222 -0.84874 0.099
H -0.39567 3.38980 -0.95969 0.101
H -3.48466 1.58377 -0.26632 0.078
H -2.38014 2.30376 0.78305 0.066
H -0.06977 2.28304 -2.43065 0.124
C 1.73330 -1.62810 1.86471 0.064
C 1.48223 -2.39833 0.66590 -0.463
O 1.90833 -3.55408 0.41399 0.363
N 0.66511 -1.92273 -0.25095 0.248
H 0.84283 -2.55253 -1.12259 0.212
H 0.19350 -0.98494 -0.23819 0.172
H 0.77478 -1.27858 2.26175 0.135
H 2.56658 -1.01058 1.51728 0.138
H 2.25274 -1.99347 2.74447 0.118
```

The highest occupied orbital energy (alpha / beta) comes out at -12.81 / -12.81 eV. Its expectation value of S² is 0.755. Its multiplicity is 2. The total charge is +1.

Entry x
Here is the ion C4H10N2O2 with charge +1 from OMol25. Energies are from wB97M-V/def2-TZVPD.

Structure (XYZ):
```
18
Properties=species:S:1:pos:R:3:lowdin_charge:R:1
N 2.81322 2.40451 -0.00545 0.297
C 2.42597 1.02905 0.20573 -0.124
C 1.26484 0.57292 -0.70047 -0.206
N 0.42908 -0.40391 -0.04795 -0.037
C -0.90520 0.07775 0.31914 -0.113
C -1.90403 -1.05447 0.31101 -0.512
O -2.02004 -1.53051 -0.95626 0.096
O -2.54222 -1.48194 1.22096 0.154
H 3.80241 2.59849 0.19500 0.161
H 2.69145 2.85468 -0.92717 0.170
H 2.08004 0.97854 1.25198 0.171
H 3.37614 0.49597 0.07138 0.165
H 0.73151 1.46073 -1.04849 0.123
H 1.72863 0.18933 -1.60346 0.134
H 0.33249 -1.17776 -0.69068 0.116
H -1.30498 0.80337 -0.40148 0.133
H -0.90081 0.51071 1.31539 0.130
H -2.73351 -2.19371 -0.94055 0.142
```

The highest occupied orbital energy (alpha / beta) comes out at -13.60 / -13.59 eV. Its expectation value of S² is 0.754. Its multiplicity is 2. The total charge is +1.

Tell me which of them is the least stable. Sure, it is entry w.